Below is a molecular structure, C29H27F6MnN4PSb, with properties calculated with wB97M-V/def2-TZVPD.

XYZ file:
```
69
Properties=species:S:1:pos:R:3
Mn -0.2782 -0.1192 1.1401
C -1.7417 -5.7497 -0.4275
C -2.4419 -5.0505 -1.4060
C -2.3522 -3.6719 -1.4764
C -1.5385 -3.0020 -0.5565
C -0.8431 -3.6973 0.4299
C -0.9475 -5.0798 0.4906
P -1.4998 -1.2209 -0.6309
C -0.8002 -0.6339 -2.1592
C -0.1752 -1.5358 -3.0227
C 0.4193 -1.0703 -4.1868
C 0.4058 0.2844 -4.4813
C -0.1934 1.1911 -3.6107
C -0.7887 0.7364 -2.4499
C -3.1253 -0.5472 -0.3206
C -3.7572 0.3745 -1.1639
C -5.0397 0.8002 -0.8642
C -5.6898 0.3217 0.2682
C -5.0700 -0.6014 1.1023
C -3.7919 -1.0404 0.8115
H -1.8250 -6.8270 -0.3789
H -3.0650 -5.5825 -2.1117
H -2.9116 -3.1301 -2.2291
H -0.2374 -3.1743 1.1591
H -0.4161 -5.6279 1.2561
H -0.1603 -2.5931 -2.7962
H 0.8896 -1.7698 -4.8639
H 0.8642 0.6399 -5.3944
H -0.1994 2.2465 -3.8460
H -1.2531 1.4480 -1.7761
H -3.2763 0.7243 -2.0670
H -5.5434 1.4911 -1.5261
H -6.6940 0.6562 0.4916
H -5.5882 -0.9880 1.9689
H -3.3258 -1.7831 1.4479
F 0.8700 0.4155 2.7966
Sb -0.2733 -0.4695 4.1517
F -0.6190 1.2491 4.7423
F 1.1526 -0.8850 5.2290
F -1.6132 -1.3574 5.0425
F 0.0310 -1.8565 2.8646
F -1.5927 -0.0526 2.6751
C 3.4234 -1.3450 -0.4161
C 2.1202 -1.3270 0.0182
N 1.4143 -0.1765 0.0571
C 1.9869 0.9692 -0.3247
C 3.2938 1.0328 -0.7861
C 4.0103 -0.1543 -0.8278
C 3.8732 2.3065 -1.2788
C 4.0750 3.4442 -0.6128
C 3.8103 3.7672 0.8072
C 4.2176 4.9949 1.3031
C 3.9776 5.2542 2.6430
N 3.3869 4.3692 3.4410
C 3.0370 3.2254 2.8641
N 3.1959 2.8682 1.5934
H 3.9687 -2.2775 -0.4351
H 1.6146 -2.2297 0.3371
H 1.3866 1.8657 -0.2697
H 5.0358 -0.1483 -1.1754
H 4.1922 2.2736 -2.3150
H 4.5436 4.2475 -1.1693
H 4.7127 5.7203 0.6731
H 4.2714 6.1960 3.0910
H 2.5665 2.4937 3.5092
N -0.9196 2.0285 1.1548
H -1.9317 2.0432 1.2677
H -0.6882 2.7517 0.4802
H -0.5394 2.3442 2.0485
```

Properties
HOMO-LUMO gap (alpha / beta): 0.194 / 0.279 Ha
total charge: +2
LUMO energy (alpha / beta): -8.94 / -6.62 eV
2S+1: 5
<S²>: 6.40
calculated total energy: -99913.479 eV

=====

Below is 2 unconnected molecules or ions with the total composition C5H12O3 in a non-equilibrium geometry, with properties calculated with wB97M-V/def2-TZVPD.

XYZ file:
```
20
Properties=species:S:1:pos:R:3
O 0.7701 2.2785 0.7840
C 1.2200 1.1742 0.9216
O 2.0975 0.8567 1.9019
C 0.8923 -0.0506 0.1028
C 0.0447 0.2995 -1.1356
C -1.3059 -0.4364 -1.1475
C -2.0916 -0.1208 -2.4325
H 2.3075 1.6184 2.4581
H 0.3061 -0.6705 0.7657
H 1.7797 -0.6237 -0.0979
H -0.1578 1.3618 -1.2118
H 0.5739 0.0298 -2.0534
H -1.0702 -1.4918 -1.1489
H -1.9128 -0.1682 -0.2752
H -1.4008 0.1308 -3.2300
H -2.8128 0.6778 -2.2786
H -2.6455 -1.0034 -2.7514
H -1.4122 -2.5847 1.7380
H -1.4717 -3.7457 0.7767
O -0.8352 -3.1217 1.1809
```

Properties
HOMO-LUMO gap: 0.407 Ha
ΔE to the lowest compared entry with this formula, charge and spin: 23.5 kJ/mol
SMILES: CCCCC(=O)O.O
LUMO energy: 0.63 eV
calculated total energy: -11522.522 eV

=====

Below is 4 unconnected molecules or ions with the total composition C26H23N4O12PS2 in a non-equilibrium geometry, with properties calculated with wB97M-V/def2-TZVPD.

XYZ file:
```
68
Properties=species:S:1:pos:R:3
N -1.1940 4.7168 0.2807
P -0.2355 3.5403 -0.2193
C -0.9394 2.4770 -1.5907
C -0.4043 1.0768 -1.7072
S 0.9261 0.5629 -0.5301
C -0.9108 0.0614 -2.7598
C -0.3343 -1.4120 -2.7963
C -1.0327 -2.2814 -1.6350
N -0.1991 -2.4662 -0.4243
C -1.9600 0.4669 -3.7394
C -2.4720 1.8944 -3.6430
N -3.4317 2.5134 -4.4578
S -3.6818 4.0873 -3.9188
N -2.5957 4.1435 -2.6473
C -1.9898 2.8980 -2.5909
H -2.0486 4.6915 -0.2852
H 1.0424 4.0465 -0.6573
H -0.0489 2.6692 0.9125
H 2.0888 0.6619 -1.2871
H 0.7880 -1.4469 -2.7756
H -0.6540 -1.8675 -3.7869
H -1.9735 -1.7227 -1.3397
H -1.3094 -3.2855 -2.0525
H 0.7911 -2.2924 -0.6010
H -0.4641 -1.7599 0.2723
H -2.3541 -0.2280 -4.5207
C 1.3498 -5.8314 -0.2225
C 2.1805 -6.6921 0.3717
C 2.0839 -8.1622 0.1304
O 2.8722 -8.9113 0.6769
C 1.0276 -8.6440 -0.7616
C 0.1951 -7.7834 -1.3528
C 0.3100 -6.3115 -1.1323
O -0.4566 -5.5588 -1.7042
O -0.7879 -8.2063 -2.1773
O 3.1463 -6.2709 1.2173
H 1.4096 -4.7641 -0.0579
H 0.9565 -9.7121 -0.9147
H -1.2445 -7.3964 -2.4736
H 3.6072 -7.0800 1.5090
C -4.8551 -0.6415 1.2700
C -3.6505 -0.0829 1.1273
C -2.8032 0.2565 2.3106
O -1.7014 0.7471 2.1403
C -3.3441 -0.0157 3.6427
C -4.5505 -0.5711 3.7847
C -5.3851 -0.9355 2.6023
O -6.4710 -1.4567 2.7748
O -5.0686 -0.8282 5.0045
O -3.1459 0.1987 -0.0949
H -5.4771 -0.8939 0.4220
H -2.7291 0.2505 4.4913
H -5.9430 -1.2279 4.8366
H -2.2678 0.5954 0.0671
C 4.3339 4.8582 0.7073
C 3.3820 5.4009 1.4713
C 3.6490 6.6067 2.3107
O 2.7502 7.0813 2.9780
C 5.0012 7.1679 2.2957
C 5.9533 6.6228 1.5342
C 5.6788 5.4340 0.6746
O 6.5698 4.9785 -0.0188
O 7.2079 7.1233 1.5075
O 2.1357 4.8836 1.5174
H 4.1527 3.9864 0.0934
H 5.1871 8.0303 2.9210
H 7.7004 6.5570 0.8839
H 1.6379 5.4535 2.1364
```

Properties
HOMO-LUMO gap: 0.242 Ha
SMILES: N=[PH2]c1c(S)c(CCN)cc2nsnc12.O=C1C=C(O)C(=O)C=C1O.O=C1C=C(O)C(=O)C=C1O.O=C1C=C(O)C(=O)C=C1O
LUMO energy: -1.69 eV
calculated total energy: -88819.062 eV

=====

Below is 2 unconnected molecules or ions with the total composition C3H10N3S in a non-equilibrium geometry, with properties calculated with wB97M-V/def2-TZVPD.

XYZ file:
```
17
Properties=species:S:1:pos:R:3
C 1.5334 1.2389 -0.8147
C -3.4966 0.4835 0.6757
C 0.6170 -0.9873 -0.7323
N 1.0823 0.0972 1.3011
N 0.2800 -2.1419 -0.1130
N 1.0864 0.0425 -0.1257
S -2.2877 -0.2565 -0.1109
H 1.1761 2.2079 -0.4934
H 1.1865 1.2375 -1.8702
H 2.6435 1.3113 -0.6406
H -3.5680 0.3547 1.7050
H 0.1385 0.1199 1.7399
H -4.2665 1.1413 0.0440
H 0.6817 -1.0035 -1.8431
H 1.6468 0.8818 1.4642
H -0.2999 -2.7039 -0.7423
H 0.3152 -2.3238 0.8985
```

Properties
HOMO-LUMO gap (alpha / beta): 0.312 / 0.312 Ha
total charge: +1
ΔE to the lowest compared entry with this formula, charge and spin: 280.2 kJ/mol
LUMO energy (alpha / beta): -4.06 / -4.06 eV
calculated total energy: -18569.969 eV